[1]
ORCA calculation (ωB97M-V with the def2-TZVPD basis set) on a molecular structure, C4H14N2O.

The geometry in XYZ format:
```
21
Properties=species:S:1:pos:R:3:forces:R:3
N -2.189 -1.233 -0.167 1.240 0.726 0.033
C -1.598 1.413 0.064 1.437 0.430 1.395
C -0.171 1.170 0.502 -0.152 1.149 -1.106
C 0.238 -0.260 0.820 1.755 -2.142 3.063
C 0.459 -0.980 -0.486 3.440 -2.141 0.619
N 1.899 -1.109 -0.904 -2.494 0.258 1.104
H -0.416 -0.853 1.588 0.545 1.425 -1.635
H -2.412 -1.731 0.694 -0.008 0.753 0.399
H -2.205 2.013 0.708 -0.723 -0.476 0.947
H -1.971 0.033 -0.033 -1.069 -1.717 -0.173
H -1.660 1.895 -0.864 -0.388 -0.162 -1.915
H 0.469 1.584 -0.295 0.053 -1.001 -0.190
H 0.105 1.938 1.227 -0.386 -0.486 1.181
H 1.237 -0.282 1.405 -1.439 0.473 -1.201
H -0.139 -0.570 -1.192 -1.348 1.902 -2.605
H 0.060 -2.014 -0.676 -0.129 -0.055 1.375
H 2.493 -0.371 -0.415 0.362 0.556 0.544
H 1.905 -0.989 -1.891 0.376 0.121 -0.922
H 3.891 0.916 0.318 -0.036 0.106 0.058
H -2.925 -1.494 -0.796 -0.774 0.640 -0.555
O 2.928 0.926 0.394 -0.264 -0.358 -0.416
```
Forces are in eV/Å.

E_LUMO in eV: -3.84
Relative energy (zero: lowest compared OMol25 entry of this formula, charge and spin) in kJ/mol: 937.9
HOMO in eV: -7.5
Gap between HOMO and LUMO in eV: 3.62
2S+1: 1

[2]
ORCA calculation (ωB97M-V with the def2-TZVPD basis set) on a molecular structure, C32H37BrCl4O8ReSSi.

The geometry in XYZ format:
```
85
Properties=species:S:1:pos:R:3:forces:R:3
Re 0.099 1.223 1.021 -0.489 0.508 0.186
C 2.294 -2.820 1.514 0.017 0.066 0.104
C 1.847 -2.881 0.063 0.085 -0.050 0.052
C 2.962 -3.430 -0.822 -0.070 0.053 -0.007
C 0.588 -3.733 -0.044 -0.103 0.168 -0.085
O 1.578 -1.508 -0.306 -0.009 -0.234 -0.045
Si 1.016 -0.829 -1.670 0.055 0.179 0.075
S 0.343 1.181 -1.204 -0.003 -0.075 -0.014
O -0.276 -1.637 -2.185 -0.115 -0.194 -0.023
C -1.351 -1.337 -3.100 -0.085 0.053 -0.051
C -0.835 -0.497 -4.262 0.046 0.018 0.023
C -1.849 -2.687 -3.593 0.018 -0.060 -0.028
C -2.452 -0.605 -2.340 0.040 0.044 0.042
O 2.116 -0.775 -2.860 -0.160 -0.059 -0.076
C 3.250 0.054 -3.145 0.152 0.031 0.022
C 2.775 1.294 -3.888 -0.041 0.071 -0.013
C 3.965 0.431 -1.853 -0.026 -0.036 0.075
C 4.158 -0.781 -4.036 0.033 -0.049 0.000
H 2.482 -3.825 1.893 0.010 0.006 0.024
H 1.510 -2.358 2.126 0.119 -0.087 -0.062
H 3.212 -2.235 1.609 -0.069 -0.069 0.019
H 3.222 -4.447 -0.515 -0.033 0.053 -0.034
H 3.856 -2.806 -0.741 -0.063 -0.039 -0.020
H 2.641 -3.451 -1.867 0.058 -0.012 0.039
H 0.773 -4.719 0.386 0.015 0.018 -0.015
H 0.280 -3.851 -1.083 -0.023 0.005 0.041
H -0.226 -3.253 0.507 0.082 -0.054 -0.065
H -0.010 -1.008 -4.763 -0.051 0.058 0.030
H -0.488 0.479 -3.905 -0.026 -0.084 -0.086
H -1.637 -0.326 -4.985 0.039 -0.005 0.054
H -1.043 -3.219 -4.104 -0.067 0.012 0.027
H -2.682 -2.555 -4.287 0.057 -0.016 0.046
H -2.189 -3.291 -2.748 0.020 0.025 -0.054
H -2.117 0.385 -2.017 -0.086 -0.122 -0.037
H -2.745 -1.179 -1.457 0.021 0.033 -0.050
H -3.327 -0.478 -2.983 0.045 -0.013 0.027
H 2.103 1.894 -3.267 0.080 -0.062 -0.074
H 2.246 1.004 -4.799 0.016 0.026 0.049
H 3.631 1.913 -4.164 -0.054 -0.007 0.001
H 3.314 1.046 -1.225 0.075 -0.029 -0.001
H 4.871 1.000 -2.071 -0.031 -0.007 0.005
H 4.242 -0.471 -1.298 -0.018 0.098 -0.034
H 3.614 -1.093 -4.930 0.049 0.010 0.046
H 4.494 -1.674 -3.502 -0.022 0.056 -0.047
H 5.034 -0.202 -4.339 -0.049 -0.045 0.015
Cl 6.436 3.598 3.214 0.112 0.004 0.031
C 4.781 3.382 2.766 -0.028 -0.045 -0.026
C 4.323 2.118 2.442 0.098 -0.131 0.009
C 2.999 1.993 2.082 -0.089 0.155 0.013
Cl 2.326 0.437 1.674 0.224 -0.014 -0.053
C 2.105 3.055 2.029 0.216 -0.052 0.023
O 0.831 2.894 1.664 -0.165 -0.282 0.027
C 2.608 4.313 2.373 0.062 -0.045 0.003
Cl 1.547 5.660 2.331 -0.066 0.149 0.006
C 3.936 4.477 2.733 -0.110 0.116 0.006
H 4.981 1.259 2.469 -0.020 0.030 0.001
H 4.306 5.460 2.990 -0.032 -0.032 -0.016
Br -4.248 -4.736 5.529 0.017 0.031 -0.021
C -3.294 -3.433 4.543 0.009 -0.005 0.022
C -2.728 -2.358 5.213 -0.009 -0.005 0.025
C -2.025 -1.409 4.490 0.033 0.050 0.024
C -1.896 -1.542 3.113 -0.063 -0.037 -0.109
C -2.474 -2.623 2.452 -0.005 -0.009 -0.047
C -3.176 -3.577 3.169 -0.011 -0.037 -0.061
C -1.149 -0.541 2.335 0.130 0.013 -0.086
O -0.585 0.459 2.886 -0.071 -0.011 -0.053
O -0.999 -0.638 1.080 0.096 0.153 0.144
H -2.837 -2.269 6.285 0.004 0.001 -0.018
H -1.574 -0.558 4.986 -0.021 -0.039 -0.015
H -2.370 -2.704 1.375 -0.028 0.005 0.121
H -3.628 -4.424 2.670 0.018 0.051 0.025
Cl -7.801 4.687 1.858 -0.036 0.012 0.009
C -6.222 4.139 1.385 0.085 -0.021 -0.040
C -5.695 4.550 0.169 -0.041 0.040 0.003
C -4.436 4.108 -0.201 0.038 0.025 -0.117
C -3.709 3.266 0.630 -0.039 -0.256 0.066
C -4.253 2.866 1.846 0.013 -0.010 0.017
C -5.512 3.302 2.230 -0.014 -0.013 0.053
C -2.350 2.800 0.184 0.334 0.702 -0.001
O -1.876 3.170 -0.872 -0.061 -0.199 -0.021
O -1.742 2.047 1.066 -0.009 -0.473 -0.035
H -6.269 5.207 -0.471 0.029 -0.029 0.021
H -3.995 4.410 -1.144 -0.036 -0.014 0.055
H -3.680 2.214 2.491 -0.028 0.024 -0.024
H -5.945 2.997 3.174 0.025 0.012 -0.042
```
Forces are in eV/Å.

E_LUMO (spin up / spin down) in eV: -1.29 / -0.94
HOMO (spin up / spin down) in eV: -8.4 / -8.2
Gap between HOMO and LUMO (spin up / spin down) in eV: 7.07 / 7.26
2S+1: 2

[3]
ORCA calculation (ωB97M-V with the def2-TZVPD basis set) on a molecular structure, C22H52Cl2P2Yb.

The geometry in XYZ format:
```
79
Properties=species:S:1:pos:R:3:forces:R:3
Yb 0.071 -0.024 -0.044 -0.436 0.005 0.355
Cl 0.486 -0.049 -2.466 0.652 0.051 -1.258
P -0.335 -2.502 -0.223 -0.629 0.555 -0.245
C 0.947 -3.207 -1.290 0.004 -0.368 -1.376
C -0.394 -3.431 1.302 -0.398 -1.926 0.211
C -1.906 -2.614 -1.190 0.372 0.021 -0.828
C 2.356 -2.623 -1.186 0.598 0.577 0.277
H 0.585 -2.949 -2.322 0.066 -0.294 0.795
C 1.013 -4.706 -1.139 0.562 -1.410 -0.658
H 1.614 -5.002 -0.257 -0.341 0.172 -0.314
H 1.532 -5.133 -2.033 -0.291 0.173 0.641
H 0.030 -5.195 -1.076 0.368 0.128 0.022
H 2.461 -1.678 -1.770 -0.126 -0.716 0.486
H 3.091 -3.345 -1.569 -0.211 0.060 -0.153
H 2.633 -2.404 -0.131 -0.285 -0.185 -0.637
H -1.618 -2.082 -2.144 -0.109 -0.483 0.937
C -3.111 -1.857 -0.617 -0.832 -0.110 0.537
C -2.262 -4.048 -1.515 -1.031 -0.521 -0.826
H -1.620 -4.471 -2.303 -0.145 0.061 0.375
H -3.310 -4.077 -1.904 0.641 -0.134 0.196
H -2.230 -4.692 -0.625 -0.023 0.076 -0.188
H -2.837 -1.072 0.107 -0.158 -0.352 -0.487
H -3.821 -2.556 -0.113 0.478 0.275 -0.291
H -3.669 -1.371 -1.450 0.390 -0.254 0.612
C 0.860 -3.262 2.126 0.819 0.904 0.949
H -0.402 -4.460 0.911 -0.146 -0.231 0.503
C -1.648 -3.244 2.156 -0.678 0.358 0.107
H 1.768 -3.673 1.646 -0.460 0.286 0.154
H 0.750 -3.740 3.116 -0.132 -0.170 -0.365
H 1.076 -2.172 2.323 -0.276 -1.528 -0.396
H -1.889 -2.170 2.321 0.177 -0.729 -0.116
H -1.478 -3.701 3.150 -0.074 0.179 -0.453
H -2.528 -3.746 1.705 0.371 0.333 0.171
Cl -0.507 0.059 2.394 -0.916 0.144 0.446
H -1.656 0.312 -0.738 -0.678 0.185 0.358
P 0.429 2.496 -0.176 -0.002 -0.916 -0.191
C -0.459 3.166 -1.617 0.401 0.084 -1.138
C 0.004 3.470 1.257 -0.087 1.758 0.301
C 2.213 2.570 -0.595 -0.094 0.895 -1.656
C -1.836 2.562 -1.950 -0.298 -0.156 -0.305
H 0.218 2.887 -2.474 -0.463 0.298 0.759
C -0.570 4.667 -1.533 -0.400 1.370 -0.804
H -1.418 4.979 -0.889 0.463 -0.163 -0.239
H -0.785 5.069 -2.555 0.083 -0.148 0.718
H 0.343 5.166 -1.179 -0.336 -0.122 -0.090
H -1.739 1.581 -2.459 -0.082 0.645 0.615
H -2.366 3.243 -2.644 0.269 -0.066 0.219
H -2.464 2.439 -1.051 0.281 -0.046 -0.440
H 2.233 2.026 -1.586 -0.225 0.567 0.854
C 3.164 1.855 0.312 0.977 -0.404 1.568
C 2.672 4.000 -0.826 1.118 0.432 -0.620
H 2.293 4.420 -1.771 0.010 -0.031 0.366
H 3.787 4.005 -0.896 -0.677 0.147 0.005
H 2.397 4.659 0.008 0.062 -0.082 -0.148
H 2.659 1.173 1.028 0.483 0.590 -0.663
H 3.774 2.539 0.945 -0.398 -0.119 -0.553
H 3.877 1.223 -0.264 -0.445 0.436 0.357
C -1.479 3.327 1.632 -0.621 -0.493 -0.060
H 0.161 4.486 0.868 -0.136 0.258 0.562
C 0.902 3.295 2.475 0.339 -0.621 0.649
H -2.137 3.928 0.975 0.315 -0.308 0.226
H -1.632 3.676 2.670 0.069 -0.115 -0.450
H -1.812 2.262 1.586 0.240 0.794 0.061
H 0.930 2.233 2.828 0.008 0.849 -0.372
H 0.497 3.900 3.314 0.226 -0.247 -0.458
H 1.932 3.634 2.283 -0.268 -0.179 0.040
C 2.173 -0.529 3.982 -0.540 -0.168 0.002
C 2.974 -0.564 2.680 2.891 1.485 1.750
C 4.164 -1.550 2.867 -0.654 0.441 1.095
C 2.472 -0.829 1.371 -3.475 -0.957 -1.577
H 1.684 -1.488 4.197 -0.136 0.191 -0.075
H 1.423 0.265 3.984 0.011 -0.309 -0.062
H 2.817 -0.323 4.840 0.366 -0.041 -0.159
H 3.488 0.463 2.684 -0.091 -0.394 0.319
H 3.763 -2.557 2.937 -0.002 -0.319 -0.083
H 4.853 -1.489 2.055 0.439 -0.023 -0.710
H 4.712 -1.338 3.794 0.001 0.022 -0.024
H 1.552 -0.318 1.034 1.997 -0.114 1.664
H 3.158 -0.734 0.586 1.255 0.143 -0.794
```
Forces are in eV/Å.

E_LUMO (spin up / spin down) in eV: 2.79 / 2.79
Charge: -1
Relative energy (zero: lowest compared OMol25 entry of this formula, charge and spin) in kJ/mol: 0.0
HOMO (spin up / spin down) in eV: -2.3 / -2.3
Gap between HOMO and LUMO (spin up / spin down) in eV: 5.08 / 5.08
2S+1: 2